No. 1
{"formula": "C33H69BN5O13", "method": "ωB97M-V with the def2-TZVPD basis set", "e_lumo_ev": -2.958, "fmax_ev_per_a": 1.15, "charge": 1, "homo_lumo_gap_ha": 0.3049, "total_energy_ha": -2575.34113, "symbols": ["C", "C", "C", "C", "C", "C", "C", "C", "C", "C", "N", "C", "N", "C", "C", "O", "C", "N", "N", "C", "O", "N", "O", "C", "C", "B", "O", "O", "H", "H", "H", "H", "H", "H", "H", "H", "H", "H", "H", "H", "H", "H", "H", "H", "H", "H", "H", "H", "H", "H", "H", "H", "H", "H", "H", "H", "H", "H", "H", "H", "H", "H", "H", "H", "H", "O", "C", "O", "C", "C", "C", "H", "H", "H", "H", "H", "H", "H", "H", "O", "C", "O", "C", "C", "C", "H", "H", "H", "H", "H", "H", "H", "H", "O", "C", "O", "C", "C", "C", "H", "H", "H", "H", "H", "H", "H", "H", "O", "C", "O", "C", "C", "C", "H", "H", "H", "H", "H", "H", "H", "H"], "xyz": [[5.6660, -2.4944, 2.0554], [5.7150, -3.1519, 0.6613], [4.9376, -2.3685, -0.4001], [4.5142, -3.1908, -1.6192], [3.6763, -4.4256, -1.2459], [2.6437, -4.7546, -2.3213], [1.6368, -5.8728, -1.9833], [1.1967, -6.0214, -0.5192], [0.0472, -5.1071, -0.0591], [0.3771, -3.6604, -0.3622], [-0.6874, -2.6340, 0.0118], [-0.0398, -1.4283, -0.1607], [0.2312, -0.9423, -1.3381], [0.9153, 0.3236, -1.5937], [-0.0818, 1.4700, -1.7769], [-0.8548, 1.1960, -2.9316], [0.6713, 2.8126, -1.9130], [0.8168, 3.2412, -3.3036], [0.3153, -0.7899, 1.0094], [0.0355, -1.7605, 2.0962], [1.1909, -2.5291, 2.3577], [1.6103, -2.3409, 3.7455], [2.5394, -2.9811, 3.9713], [-1.1197, -2.5009, 1.4451], [-1.7652, -3.6950, 2.1432], [-2.3385, -1.4157, 1.4486], [-3.2384, -1.4961, 0.4354], [-2.4811, -0.5348, 2.5093], [6.6579, -2.3754, 2.4912], [5.2468, -1.4851, 1.9804], [5.0364, -3.0583, 2.7448], [6.7590, -3.2368, 0.3499], [5.3305, -4.1718, 0.7325], [4.0527, -1.8930, 0.0495], [5.5783, -1.5475, -0.7426], [5.3926, -3.4706, -2.2076], [3.9077, -2.5378, -2.2613], [4.3243, -5.2859, -1.0804], [3.1818, -4.1804, -0.2986], [3.1922, -5.0726, -3.2138], [2.1390, -3.8241, -2.6105], [0.7316, -5.7098, -2.5831], [2.0404, -6.8320, -2.3086], [2.0354, -5.9202, 0.1725], [0.8328, -7.0452, -0.3991], [-0.0294, -5.2315, 1.0219], [-0.9101, -5.4012, -0.4960], [1.3377, -3.3970, 0.0891], [0.4955, -3.5611, -1.4410], [-0.0635, -1.4885, -2.1355], [1.5014, 0.2250, -2.5088], [1.6192, 0.5459, -0.7915], [-0.7303, 1.5213, -0.8935], [-1.7008, 0.8168, -2.6814], [0.1491, 3.5924, -1.3597], [1.6565, 2.6727, -1.4423], [1.4676, 2.6349, -3.7891], [1.2251, 4.1699, -3.2852], [1.2913, -0.5036, 0.9764], [-0.2506, -1.2608, 3.0208], [-2.4200, -3.3414, 2.9442], [-2.3861, -4.2306, 1.4253], [-1.0499, -4.3904, 2.5821], [-3.7411, -0.6880, 0.2856], [-2.2784, 0.3795, 2.2863], [0.4816, 8.1631, -1.5062], [-0.5172, 7.5804, -1.8236], [-0.4857, 6.8409, -2.9618], [-1.4979, 5.8787, -3.2712], [-2.7253, 6.4643, -3.9383], [-1.8085, 7.6992, -1.0596], [-1.7592, 5.3183, -2.3682], [-1.0004, 5.1794, -3.9411], [-3.2478, 7.1723, -3.2942], [-3.4180, 5.6640, -4.2041], [-2.4376, 6.9931, -4.8475], [-2.3319, 8.5920, -1.4009], [-1.5745, 7.8281, -0.0058], [-2.4777, 6.8485, -1.1639], [4.7308, -7.4719, -0.9382], [5.5411, -7.9228, -0.1708], [6.0354, -7.1010, 0.7751], [6.8832, -7.5584, 1.8406], [8.3389, -7.6038, 1.4312], [6.0586, -9.3334, -0.2896], [6.5315, -8.5174, 2.2218], [6.7354, -6.8272, 2.6339], [8.5092, -8.3189, 0.6263], [8.9588, -7.8913, 2.2805], [8.6610, -6.6234, 1.0801], [6.8791, -9.3358, -1.0073], [5.2563, -9.9530, -0.6815], [6.4073, -9.7650, 0.6440], [-4.5467, 9.3564, -0.7899], [-5.5647, 8.8537, -1.1803], [-5.5245, 8.1627, -2.3423], [-6.6402, 7.4168, -2.8461], [-7.5859, 8.2824, -3.6499], [-6.8793, 9.0414, -0.4647], [-7.1499, 6.8938, -2.0359], [-6.1902, 6.6564, -3.4837], [-8.0368, 9.0614, -3.0350], [-8.3860, 7.6744, -4.0727], [-7.0494, 8.7692, -4.4641], [-7.3205, 9.9784, -0.8043], [-6.6712, 9.1227, 0.5988], [-7.5946, 8.2385, -0.6172], [-5.8501, 3.8295, 2.5326], [-5.2931, 3.3177, 3.4632], [-5.6889, 3.6173, 4.7094], [-5.2010, 2.9335, 5.8722], [-3.9050, 3.5267, 6.3806], [-4.1090, 2.3972, 3.2488], [-5.1187, 1.8627, 5.6792], [-5.9907, 3.0622, 6.6099], [-3.1000, 3.4244, 5.6517], [-3.5991, 3.0282, 7.3007], [-4.0341, 4.5889, 6.5859], [-3.2113, 3.0109, 3.1626], [-4.2754, 1.8696, 2.3120], [-3.9628, 1.6591, 4.0337]], "forces_ev_per_a": [[-0.0507, 0.2413, -0.2510], [-0.0370, -0.0204, 0.2834], [0.3777, 0.0260, -0.1871], [-0.1999, 0.0671, 0.0776], [0.1196, 0.4633, -0.1670], [0.2853, -0.1967, -0.0339], [-0.2034, 0.1880, 0.0731], [-0.3096, -0.2176, -0.1411], [0.3045, 0.1146, 0.4304], [-0.3368, -0.2485, -0.4382], [0.6276, 0.1619, 0.4596], [-0.0774, 0.0029, -0.0756], [0.2706, -0.0026, -0.0796], [0.1634, 0.2683, -0.0273], [-0.1025, 0.0832, -0.0487], [-0.0192, -0.0632, 0.0721], [0.3203, -0.2333, -0.3155], [-0.0138, 0.0362, 0.4086], [0.3448, -0.8274, -0.2806], [0.1187, -0.0229, 0.3109], [-0.1158, -0.1293, -0.2563], [0.3458, -0.1571, 0.1759], [-0.3274, 0.1926, -0.0830], [-1.0369, 0.4990, 0.0682], [0.4123, -0.2139, -0.0314], [-0.2492, -0.2565, 0.0332], [0.6396, 0.3267, -0.3974], [0.4114, -0.0278, -0.3484], [-0.0513, -0.1451, 0.0845], [0.0258, -0.0369, 0.0529], [0.0752, 0.0209, 0.0235], [-0.0809, -0.0694, -0.1294], [0.0473, 0.0259, -0.0368], [-0.0352, -0.1908, 0.0410], [-0.1498, 0.0916, 0.0683], [-0.0388, -0.0443, 0.0245], [0.1024, -0.0258, -0.0569], [-0.1784, 0.0105, 0.1671], [0.0254, -0.2088, -0.0066], [-0.0774, 0.1018, -0.0364], [-0.0672, -0.0808, 0.0358], [0.0661, -0.1203, -0.0581], [0.1189, 0.0654, 0.0599], [0.0465, 0.0089, -0.1274], [0.0610, 0.0273, 0.0824], [-0.1289, -0.0595, -0.0712], [0.0721, 0.0808, -0.1321], [-0.1035, -0.0080, 0.1271], [-0.0664, 0.0233, 0.0516], [-0.1397, 0.0334, 0.0175], [-0.0600, -0.1275, 0.0189], [-0.0677, -0.0794, 0.0327], [0.0832, -0.0449, 0.0238], [-0.0529, 0.0588, 0.0032], [-0.0457, -0.0205, -0.0686], [-0.1421, 0.1323, 0.2630], [-0.0266, 0.0839, -0.1159], [0.0008, -0.0052, -0.2046], [-0.1820, 0.5547, 0.1855], [-0.0536, 0.1305, -0.1230], [0.0775, -0.0188, 0.0205], [0.0219, -0.0035, 0.0406], [-0.0154, 0.0370, -0.0115], [-0.4465, -0.1893, 0.2954], [-0.2343, 0.1098, 0.2166], [0.0204, -0.0235, 0.0321], [-0.0181, 0.0925, -0.0458], [0.0643, -0.0701, -0.0016], [-0.1100, -0.1795, -0.0224], [0.0758, 0.2478, 0.0380], [0.0686, -0.1872, 0.1522], [-0.0387, 0.0195, -0.0190], [-0.0383, -0.0190, 0.0031], [-0.0180, -0.0493, -0.0008], [0.0270, -0.0202, -0.0199], [-0.0109, -0.0470, -0.0251], [-0.0622, -0.0303, 0.0122], [0.0464, 0.1158, -0.0286], [-0.0239, 0.0645, -0.0686], [-0.0359, -0.1387, -0.0099], [0.1138, 0.0764, -0.0835], [-0.1165, -0.0052, 0.0860], [0.1061, -0.0116, 0.0622], [-0.0175, 0.0191, -0.1203], [-0.1500, -0.0868, 0.1532], [-0.0045, -0.0042, -0.0338], [-0.0171, 0.0192, -0.0319], [0.0001, -0.0348, 0.0388], [-0.0049, 0.0078, 0.0071], [0.0058, 0.0038, 0.0362], [0.0090, 0.0017, 0.0044], [0.0233, 0.0408, -0.0873], [0.0701, 0.0270, -0.0199], [-0.0076, -0.0485, 0.0403], [-0.0604, 0.1921, -0.1381], [0.0780, -0.1266, 0.0952], [-0.0944, -0.0254, -0.0625], [0.0378, 0.1040, 0.0306], [0.0293, -0.2126, 0.1158], [0.0150, 0.0272, 0.0088], [0.0285, 0.0236, 0.0061], [-0.0311, -0.0368, 0.0145], [0.0072, -0.0082, -0.0025], [-0.0054, -0.0296, -0.0148], [-0.0064, 0.0012, -0.0080], [0.0299, 0.0937, -0.0223], [-0.0302, 0.0392, -0.0573], [-0.0275, 0.0138, -0.0541], [0.0992, 0.1015, -0.0749], [-0.0990, -0.0609, 0.0002], [0.0584, -0.0201, 0.1046], [0.0234, 0.0661, -0.0937], [-0.0711, -0.2659, 0.1176], [0.0092, 0.0127, -0.0282], [-0.0100, 0.0245, -0.0283], [0.0038, -0.0446, 0.0189], [-0.0130, 0.0034, 0.0061], [-0.0107, -0.0139, 0.0309], [-0.0078, 0.0200, 0.0163], [-0.0071, 0.1107, -0.0549], [0.0563, 0.0592, 0.0379]]}


No. 2
{"formula": "C26H37AsCuN5O5S", "method": "ωB97M-V with the def2-TZVPD basis set", "e_lumo_ev": 4.532, "fmax_ev_per_a": 0.20, "charge": -2, "homo_lumo_gap_ha": 0.2171, "total_energy_ha": -5937.46388, "symbols": ["Cu", "N", "C", "C", "C", "C", "C", "C", "S", "O", "O", "N", "C", "N", "C", "C", "C", "N", "H", "H", "H", "H", "H", "H", "H", "H", "H", "C", "As", "C", "C", "O", "H", "H", "H", "H", "H", "H", "H", "H", "H", "C", "C", "C", "C", "C", "C", "C", "C", "N", "C", "C", "C", "C", "H", "H", "H", "H", "H", "H", "H", "H", "H", "H", "H", "H", "H", "H", "H", "H", "H", "H", "O", "C", "O", "H"], "xyz": [[-1.3874, 1.0740, -0.2565], [2.8185, 0.6624, -5.7268], [3.3259, 0.7918, -4.4141], [4.6704, 0.5450, -4.1506], [5.1696, 0.6894, -2.8646], [4.3367, 1.0987, -1.8385], [2.9960, 1.3538, -2.0928], [2.4952, 1.2002, -3.3744], [4.9709, 1.2737, -0.1811], [4.9097, 2.6967, 0.1193], [6.3038, 0.7023, -0.1881], [3.9316, 0.5698, 0.7787], [3.4913, -0.6837, 0.5469], [2.4911, -1.1091, 1.3662], [1.9591, -2.2868, 1.1038], [2.3878, -3.1077, 0.0656], [3.4493, -2.6169, -0.6708], [4.0137, -1.4423, -0.4463], [3.2772, -0.0698, -6.2484], [1.8195, 0.5165, -5.7361], [5.3234, 0.2239, -4.9564], [6.2024, 0.4625, -2.6359], [2.3112, 1.6337, -1.2996], [1.4413, 1.3820, -3.5566], [1.1362, -2.5956, 1.7431], [1.9194, -4.0580, -0.1456], [3.8757, -3.1974, -1.4874], [2.0134, 4.3063, 0.4761], [0.7459, 2.9841, 1.0461], [1.5547, 2.0080, 2.4813], [-0.7475, 3.9280, 1.8020], [0.3456, 2.0302, -0.2560], [2.2192, 4.9973, 1.2943], [1.5849, 4.8434, -0.3686], [2.9370, 3.8003, 0.1882], [1.4989, 2.6012, 3.3951], [2.5821, 1.7690, 2.2039], [1.0201, 1.0680, 2.6010], [-0.3725, 4.6373, 2.5416], [-1.4143, 3.2074, 2.2734], [-1.3022, 4.4196, 1.0046], [-0.1749, -1.3695, 4.0470], [-1.2564, -1.7643, 3.0708], [-2.0711, -2.8762, 3.3258], [-3.0538, -3.2092, 2.4040], [-3.9517, -4.3984, 2.6499], [-3.2315, -2.4637, 1.2454], [-2.4251, -1.3307, 0.9344], [-1.4361, -1.0315, 1.9212], [-2.5027, -0.5342, -0.1513], [-3.4158, -0.8299, -1.2549], [-3.1648, 0.2217, -2.3425], [-4.8943, -0.6945, -0.8484], [-3.1309, -2.1952, -1.9093], [-0.0379, -2.1379, 4.8108], [-0.4297, -0.4354, 4.5557], [0.7809, -1.2127, 3.5409], [-1.9344, -3.4654, 4.2272], [-3.7057, -4.8871, 3.5944], [-3.8548, -5.1389, 1.8514], [-5.0024, -4.0988, 2.6883], [-4.0222, -2.7768, 0.5798], [-0.7734, -0.1952, 1.7142], [-3.3267, 1.2283, -1.9529], [-3.8317, 0.0575, -3.1954], [-2.1307, 0.1555, -2.6924], [-5.0743, 0.3267, -0.5081], [-5.1756, -1.3679, -0.0401], [-5.5477, -0.8934, -1.7046], [-2.0870, -2.2184, -2.2299], [-3.7670, -2.3310, -2.7900], [-3.2890, -3.0400, -1.2429], [-4.2080, 4.2132, 0.6401], [-3.6086, 3.1584, 0.3834], [-2.5435, 3.0097, -0.2797], [-4.0261, 2.2163, 0.8222]], "forces_ev_per_a": [[-0.0924, 0.0033, 0.0443], [-0.0015, 0.0010, -0.0043], [-0.0039, 0.0011, 0.0011], [0.0014, -0.0003, 0.0010], [0.0018, 0.0027, -0.0037], [-0.0198, 0.0111, 0.0009], [-0.0091, 0.0140, -0.0185], [0.0050, 0.0052, -0.0029], [0.0409, 0.0328, -0.0055], [0.0051, -0.0128, -0.0050], [-0.0162, -0.0100, -0.0007], [-0.0636, 0.0093, 0.0020], [0.0762, -0.0160, 0.0468], [-0.0261, -0.0081, 0.0071], [0.0109, 0.0328, -0.0188], [-0.0165, -0.0088, 0.0126], [0.0120, 0.0138, -0.0029], [-0.0285, -0.0105, -0.0286], [0.0001, -0.0002, 0.0002], [0.0004, -0.0011, 0.0002], [0.0007, 0.0003, -0.0001], [-0.0006, -0.0004, 0.0006], [0.0233, -0.0232, 0.0302], [0.0010, 0.0002, -0.0012], [-0.0185, -0.0026, 0.0092], [0.0031, -0.0022, 0.0008], [-0.0010, 0.0001, 0.0004], [0.0247, -0.0212, 0.0053], [-0.0782, 0.0766, 0.0337], [0.0257, -0.0330, -0.0235], [0.0709, 0.0353, 0.0124], [0.0646, -0.0318, -0.0300], [-0.0086, 0.0002, -0.0007], [0.0054, -0.0018, -0.0017], [0.0046, 0.0110, -0.0018], [0.0200, 0.0013, -0.0071], [0.0003, -0.0058, 0.0012], [-0.0384, -0.0047, 0.0242], [0.0108, 0.0047, 0.0186], [0.0097, 0.0125, 0.0016], [0.0079, -0.0074, 0.0412], [0.0005, 0.0117, 0.0024], [0.0152, -0.0129, -0.0275], [-0.0126, 0.0061, 0.0026], [0.0017, -0.0017, 0.0053], [0.0008, 0.0018, 0.0018], [-0.0033, -0.0307, 0.0026], [-0.0484, 0.0089, 0.0389], [0.0280, -0.0158, -0.0336], [0.0737, -0.0355, -0.0305], [-0.0032, 0.0101, 0.0004], [0.0016, -0.0051, 0.0081], [-0.0306, -0.0017, 0.0030], [0.0071, -0.0009, -0.0058], [0.0039, 0.0000, -0.0023], [0.0024, -0.0068, 0.0015], [-0.0007, 0.0226, 0.0015], [0.0001, -0.0001, 0.0012], [-0.0003, 0.0000, 0.0009], [0.0000, -0.0004, -0.0004], [-0.0006, -0.0001, 0.0004], [0.0410, -0.0182, 0.0189], [0.0092, 0.0155, -0.0021], [-0.0046, 0.0110, 0.0150], [0.0011, 0.0018, 0.0019], [-0.0012, 0.0001, 0.0034], [0.0027, 0.0070, 0.0042], [-0.0096, 0.0484, -0.0407], [-0.0048, 0.0017, -0.0032], [-0.0005, -0.0001, 0.0000], [-0.0011, -0.0027, -0.0018], [0.0001, -0.0010, 0.0118], [-0.0011, 0.0063, -0.0400], [0.0796, -0.0162, 0.1610], [-0.0983, -0.0585, -0.1594], [-0.0511, -0.0123, -0.0782]]}